(1)
Below is one molecule with the formula C6H11NS2, with properties calculated with the ωB97M-V functional and the def2-TZVPD basis.

Results
Strongest force on any atom: 4.38 eV/Å
HOMO energy: -8.90 eV
Energy relative to the best compared isomer or geometry (same formula, charge and spin): 266.80 kJ/mol
HOMO-LUMO gap: 9.4 eV
SMILES: CSCCCCN=C=S

Element x y z (Å)
C 3.39650 0.73017 0.07258
S 2.92138 -1.10875 -0.21200
C 1.09419 -0.91435 -0.55693
C 0.33993 -0.39123 0.67753
C -1.10222 -0.32769 0.62336
C -1.76699 0.77369 -0.28416
N -3.12209 0.29516 -0.62763
C -4.14773 -0.14828 -0.17250
S -5.68201 -0.75483 0.03443
H 3.60363 1.04895 1.34837
H 2.70798 1.41808 -0.62701
H 4.48072 0.62914 -0.28205
H 0.81636 -0.22815 -1.42580
H 0.85454 -1.94182 -0.92514
H 0.71187 0.66498 0.64311
H 0.70609 -0.86252 1.53178
H -1.52695 -0.17593 1.56234
H -1.47714 -1.24972 0.07059
H -1.64652 1.88374 -0.17312
H -1.16155 0.65937 -1.27774

Atomic forces in eV per Å
1.3005 -0.3147 1.4369
-1.2133 2.2433 -0.0389
-0.0402 -0.4968 -0.9487
2.5675 2.2536 -2.1649
-2.6951 -0.3111 -2.8782
1.6815 -1.1812 -3.2772
-0.7094 0.4034 1.7747
-1.0576 -0.1532 -1.2858
2.7123 0.9888 0.0140
-1.3951 -0.8226 -4.0668
1.8103 -1.3934 1.9867
-1.5984 0.8689 0.1414
1.0044 -0.8221 0.8635
-0.2503 0.6207 0.5875
-0.0630 -0.5350 0.8980
0.5112 -0.7525 1.5245
-0.7824 -0.4443 1.7880
0.1257 0.7377 1.3478
-0.7073 -1.0703 0.9543
-1.2012 0.1806 1.3434

---

(2)
Below is a 2-piece molecular cluster, CH6N2S overall, with properties calculated with the ωB97M-V functional and the def2-TZVPD basis.

Results
Strongest force on any atom: 2.93 eV/Å
HOMO energy: -9.94 eV
Energy relative to the best compared isomer or geometry (same formula, charge and spin): 211.23 kJ/mol
HOMO-LUMO gap: 9.7 eV

Element x y z (Å)
C 1.73794 0.13537 0.03618
N -1.59851 1.17109 0.24384
N -1.73537 -1.25731 0.37041
S -1.85633 -0.08760 -0.56934
H 1.39294 -0.89185 0.28177
H 2.21763 0.17937 -0.98192
H 2.52445 0.28245 0.73178
H -1.90924 2.01608 -0.14711
H 0.80887 0.68420 -0.08372
H -1.58237 -2.23180 0.11810

Atomic forces in eV per Å
-0.3618 -1.8921 -2.2090
0.1973 -1.4066 0.9155
0.4002 -0.3573 0.7003
-0.0604 -0.0481 0.1585
0.2944 0.3007 -0.6087
-0.4074 -0.4806 0.8733
0.1501 1.2493 0.9775
-0.4085 1.2114 -1.1315
0.5049 0.8322 1.0038
-0.3089 0.5911 -0.6796

---

(3)
Below is one molecule with the formula C19H19NO7, with properties calculated with the ωB97M-V functional and the def2-TZVPD basis.

Results
Strongest force on any atom: 5.99 eV/Å
HOMO energy: -7.81 eV
Energy relative to the best compared isomer or geometry (same formula, charge and spin): 102.74 kJ/mol
HOMO-LUMO gap: 8.2 eV
SMILES: O=C(ONc1ccc2c(c1)Cc1ccccc1-2)[C@H]1O[C@H](O)[C@H](O)[C@@H](O)[C@@H]1O

Element x y z (Å)
O 3.70486 2.71612 -1.13776
C 3.26921 1.55993 -1.13102
O 2.79340 0.93562 -0.02024
N 2.03166 1.71548 0.94759
C 0.76309 1.42746 1.37318
C -0.10104 2.37955 1.99002
C -1.28374 2.05875 2.66396
C -1.67496 0.73231 2.64526
C -0.80394 -0.25387 2.20705
C 0.38938 0.06541 1.52620
C -1.35128 -1.67851 2.60596
C -2.77285 -1.27828 3.03185
C -3.90345 -2.06157 3.18150
C -5.19424 -1.50582 3.37606
C -5.30968 -0.11936 3.61005
C -4.09287 0.71993 3.55176
C -2.87233 0.12498 3.17611
C 3.46193 0.81426 -2.46835
O 3.72001 -0.54419 -2.32259
C 2.45383 -1.25334 -1.86881
O 2.68475 -2.58136 -2.35438
C 1.17441 -0.88521 -2.45007
O 0.25926 -2.04940 -2.80314
C 1.50561 -0.23221 -3.78483
O 0.37621 -0.03654 -4.62766
C 2.24719 1.06655 -3.46145
O 2.47652 1.64582 -4.78576
H 2.23730 2.64864 1.16687
H 0.21748 3.38510 2.00549
H -1.89149 2.71044 3.41172
H 1.07152 -0.70331 1.24297
H -1.36650 -2.28936 1.66186
H -0.85977 -2.19098 3.39770
H -3.71570 -3.07689 3.01309
H -6.08403 -2.17957 3.34197
H -6.34591 0.24310 3.86740
H -4.16162 1.70955 3.57951
H 4.40178 1.16142 -2.92058
H 2.38968 -1.26054 -0.77133
H 3.46352 -2.45459 -3.00099
H 0.52180 -0.30077 -1.86138
H 0.75508 -2.73349 -3.26545
H 2.15570 -0.79617 -4.40154
H 0.03830 -0.89380 -4.95879
H 1.62256 1.76242 -2.93632
H 1.59933 1.77625 -5.24265

Atomic forces in eV per Å
-1.7205 -2.3219 0.6537
1.9621 3.9528 -0.5947
-1.9387 0.3109 0.4485
0.8482 -0.0027 -0.2089
-2.1939 -2.9320 0.8565
0.4455 -0.1364 -0.1911
-0.3521 0.1353 0.9228
0.5702 0.2552 0.7081
1.1216 -1.2047 -0.4890
-1.2421 0.6740 0.8886
-1.3820 1.6913 -2.5397
-0.3326 0.5622 0.3448
0.0087 1.3164 -0.2922
0.5328 0.2418 0.2990
1.1842 0.0746 0.2275
-1.2335 -5.7973 -0.8648
-1.9186 -0.5733 0.2500
0.2523 -0.2801 -1.3849
-3.1777 -1.3019 1.1281
3.0596 -2.8704 0.9130
2.3664 0.6326 -0.9599
-2.5120 -1.3753 -4.1762
0.8411 1.5534 1.1356
-0.9071 0.5841 0.8148
-0.3144 0.5862 0.1716
-1.0275 0.4864 -1.7336
0.4216 0.3250 0.6436
1.7185 1.3410 -0.8614
0.3840 1.1494 -0.0162
1.3365 -0.5047 -2.0089
0.3671 -0.4474 -0.2278
0.0112 0.1921 1.0504
0.8183 -0.2477 0.5222
-0.4202 -1.6319 -0.1245
0.8425 0.7821 0.1836
1.4968 0.0915 -0.4384
-0.4458 4.0913 0.3695
-0.4945 0.6195 0.2833
0.5671 -0.0733 -0.3488
-1.6302 -0.4592 1.5089
-0.4615 0.9092 0.7555
0.5034 0.0994 0.3156
1.2339 -1.0248 -0.0121
0.4436 0.6543 0.6730
-0.8123 0.3595 0.3134
1.1800 -0.4865 1.0915

---

(4)
Below is C5H12NO as an isolated structure, with properties calculated with the ωB97M-V functional and the def2-TZVPD basis.

Results
Strongest force on any atom: 4.66 eV/Å
HOMO energy: -1.55 eV
Energy relative to the best compared isomer or geometry (same formula, charge and spin): 424.60 kJ/mol
HOMO-LUMO gap: 5.6 eV
Net charge: -1

Element x y z (Å)
C 1.51990 0.59958 0.55394
N 0.79380 0.52909 -0.64813
C -0.63565 0.81494 -0.63898
C -1.43130 -0.48538 -0.59261
C -2.09966 -0.61481 0.77457
O -2.94568 -1.42250 1.14979
C 1.61020 -0.69152 1.46689
H 2.59304 0.78051 0.31508
H 1.17694 1.43650 1.21556
H 0.90247 0.35344 -3.51623
H -0.92751 1.53528 0.18308
H -0.88820 1.38659 -1.52901
H -2.08039 -0.72480 -1.42440
H -1.10594 -1.30036 0.12697
H -1.89368 0.23040 1.45486
H 0.32939 0.53462 -3.94301
H 2.51705 -1.26255 1.22267
H 1.85331 -0.41035 2.49420
H 0.71190 -1.28868 1.33473

Atomic forces in eV per Å
0.1183 -0.1057 0.1002
-0.2601 0.4986 -0.7693
2.6642 -0.6376 0.6828
-2.2496 1.1700 3.2504
-4.0762 2.2147 -0.4843
0.5870 -0.3076 -0.2308
0.7501 0.5129 -0.2938
-0.3381 0.3544 0.0943
0.0602 -0.0461 0.0691
0.1559 -0.0344 0.3460
-0.0230 -0.5953 -0.0422
-0.3108 -0.2203 -0.5975
0.2095 -0.8486 0.1026
2.9597 -1.2893 -2.4108
0.9976 -0.2809 0.1840
-0.2001 0.0560 -0.2881
-0.4423 -0.2813 -0.5559
-0.6813 0.0600 0.4019
0.0790 -0.2193 0.4415

---

> HOMO energy of number 4 (C5H12NO)?

-1.55 eV